No. 1
C4H14N3 | ωB97M-V/def2-TZVPD

Summary:
* HOMO level: -14.760 eV
* LUMO level: -3.17 eV
* molecular weight: 104.177 g mol⁻¹
* Kohn-Sham gap: 11.590 eV
* net charge: +1
* E: -8838.9153 eV
* energy above the lowest of the compared OMol25 structures with the same formula, charge and spin: 25.5 kcal/mol

Geometry as XYZ:
```
21
Properties=species:S:1:pos:R:3:forces:R:3
C 0.5427 -1.9806 -1.3375 -1.5 -1.5 0.0
C 0.5619 -1.2725 0.9853 1.5 -0.1 1.3
N 0.7027 -1.0008 -0.2882 -0.4 0.5 -0.1
N 0.2100 -2.4543 1.4637 0.1 -0.1 -0.4
N 0.9247 -0.3025 1.9170 -1.0 1.2 -1.0
H 0.9508 -0.0427 -0.4945 0.1 -0.1 -0.1
H -0.1803 -3.1837 0.8886 0.4 -0.2 0.1
H 0.4969 -2.6246 2.4128 -0.6 -0.3 0.1
H 1.4870 -0.3439 2.7489 0.1 -1.0 -0.1
H 0.2102 0.4089 1.9942 0.2 0.2 0.0
H 0.1710 -1.6661 -2.3088 0.4 1.1 0.1
H -0.3267 -2.6266 -1.0568 1.0 0.0 -0.1
H 1.4643 -2.5468 -1.4922 -0.2 -0.1 0.2
C -0.3825 1.9002 -0.7570 0.1 0.1 0.8
C -1.4884 2.9576 -0.6626 0.8 0.8 0.1
H 0.0084 1.7638 0.2615 -0.2 -0.5 -0.1
H -0.7351 0.9524 -1.1700 0.1 0.2 -0.1
H 0.5129 2.2553 -1.2774 -0.4 0.0 -0.4
H -1.3740 3.6285 -1.5218 -0.7 -0.2 0.0
H -1.2504 3.5934 0.1974 -0.2 0.0 -0.1
H -2.5061 2.5847 -0.5025 0.3 0.0 -0.4
```
Positions in Å, forces in eV/Å.

These are the Löwdin partial charges, in e, on atoms 1 to 8: atom 1 (C): -0.02, atom 2 (C): -0.41, atom 3 (N): 0.06, atom 4 (N): 0.23, atom 5 (N): 0.15, atom 6 (H): 0.12, atom 7 (H): 0.12, atom 8 (H): 0.14

***

No. 2
C4H14N3 | ωB97M-V/def2-TZVPD

Summary:
* HOMO level: -14.235 eV
* LUMO level: -3.58 eV
* molecular weight: 104.177 g mol⁻¹
* Kohn-Sham gap: 10.651 eV
* net charge: +1
* E: -8837.8904 eV
* energy above the lowest of the compared OMol25 structures with the same formula, charge and spin: 49.2 kcal/mol

Geometry as XYZ:
```
21
Properties=species:S:1:pos:R:3:forces:R:3
C 1.0207 -2.7279 -0.1702 2.9 -3.9 -2.4
C -1.1661 -1.4458 -0.1238 2.8 1.2 0.5
N 0.1884 -1.6862 0.1777 -3.0 1.7 0.8
N -1.7996 -1.8197 -1.2458 5.1 -0.9 1.5
N -1.7576 -0.5601 0.7043 -1.3 1.1 -1.2
H 0.6803 -1.1431 0.9023 -1.6 0.3 -0.4
H -1.3263 -2.2563 -2.0052 0.7 -0.3 -0.2
H -2.6946 -1.6499 -1.4425 -4.4 1.1 -0.1
H -1.6368 -0.5740 1.6885 0.6 -0.1 0.6
H -2.1952 0.3138 0.3371 0.3 -1.5 0.3
H 2.1587 -2.3429 -0.3544 -2.9 -1.1 0.8
H 0.7036 -3.1798 -1.1355 0.3 0.5 0.2
H 0.9397 -3.6887 0.4776 0.6 1.9 -0.4
C 1.4564 3.0146 -0.1987 1.8 1.0 0.8
C 0.2496 2.7253 0.6395 0.4 -3.2 3.7
H 1.8607 2.1763 -0.7858 -0.3 0.2 0.4
H 1.2874 3.8251 -0.8533 -0.7 0.7 -1.3
H 2.3117 3.5262 0.3646 -1.0 -1.4 -0.2
H 0.1663 3.1352 1.6718 0.3 1.0 -1.0
H 0.2850 1.6487 1.1003 0.3 1.0 -1.2
H -0.7324 2.7093 0.2517 -0.9 0.6 -1.1
```
Positions in Å, forces in eV/Å.

These are the Löwdin partial charges, in e, on atoms 1 to 8: atom 1 (C): -0.13, atom 2 (C): -0.33, atom 3 (N): 0.00, atom 4 (N): 0.26, atom 5 (N): 0.17, atom 6 (H): 0.16, atom 7 (H): 0.13, atom 8 (H): 0.08

***

No. 3
C4H14N3 | ωB97M-V/def2-TZVPD

Summary:
* SMILES: CCC[N+](C)(N)N
* HOMO level: -14.670 eV
* LUMO level: -2.84 eV
* molecular weight: 104.177 g mol⁻¹
* Kohn-Sham gap: 11.833 eV
* net charge: +1
* E: -8835.5848 eV
* energy above the lowest of the compared OMol25 structures with the same formula, charge and spin: 102.3 kcal/mol

Geometry as XYZ:
```
21
Properties=species:S:1:pos:R:3:forces:R:3
C 2.3989 -0.4664 -0.2747 5.4 1.3 -0.2
C 1.5455 0.5145 0.3690 -0.8 1.9 2.2
C 0.3469 0.7725 -0.5202 -0.5 -3.0 1.2
N -0.9469 0.0408 0.0132 1.7 -1.2 0.5
C -2.1316 0.1692 -0.8348 -4.3 -0.9 0.5
N -0.5034 -1.3332 0.0248 0.1 -0.2 -0.1
N -1.3315 0.6138 1.2692 -1.0 0.5 0.0
H 1.9871 -1.4126 -0.5128 -0.5 -0.7 -0.3
H 2.8585 0.0587 -1.1916 -0.6 -1.3 1.0
H 3.2992 -0.5847 0.4528 -1.3 -0.3 -1.5
H 1.9934 1.5528 0.5249 0.0 -1.5 -0.5
H 1.4515 0.1928 1.4514 -1.0 0.4 -1.0
H 0.0593 1.7245 -0.4789 -1.0 4.0 -0.3
H 0.6324 0.3954 -1.5088 -0.9 0.1 0.1
H -3.1054 -0.3274 -0.2684 2.7 0.8 -1.2
H -2.5038 1.1957 -0.8727 0.8 0.1 -0.1
H -2.1405 -0.2796 -1.8412 0.9 0.1 0.6
H 0.1616 -1.6215 0.7663 -1.1 0.7 -0.6
H -1.2528 -1.9482 -0.2196 -0.3 -0.5 0.4
H -0.6310 0.5315 1.9689 1.1 -0.1 0.2
H -2.1873 0.2113 1.6833 0.5 -0.1 -1.0
```
Positions in Å, forces in eV/Å.

These are the Löwdin partial charges, in e, on atoms 1 to 8: atom 1 (C): -0.14, atom 2 (C): -0.30, atom 3 (C): -0.06, atom 4 (N): -0.37, atom 5 (C): -0.02, atom 6 (N): 0.12, atom 7 (N): 0.13, atom 8 (H): 0.06

***

No. 4
C4H14N3 | ωB97M-V/def2-TZVPD

Summary:
* SMILES: NCCNCC[NH3+]
* HOMO level: -11.905 eV
* LUMO level: -3.69 eV
* molecular weight: 104.177 g mol⁻¹
* Kohn-Sham gap: 8.219 eV
* net charge: +1
* E: -8837.6195 eV
* energy above the lowest of the compared OMol25 structures with the same formula, charge and spin: 55.4 kcal/mol

Geometry as XYZ:
```
21
Properties=species:S:1:pos:R:3:forces:R:3
N 0.3473 1.2120 2.3476 -0.4 -0.7 -0.1
C -0.6991 0.2026 2.1797 1.4 -1.5 0.7
C -0.0341 -1.0397 1.2555 -3.5 2.0 3.0
N 0.5834 -0.4255 0.0877 1.6 -0.9 -0.4
C 0.4341 -1.1103 -1.2182 1.0 1.3 0.1
C -0.4227 -0.3177 -2.1932 -1.3 -1.5 0.5
N -0.1335 1.1197 -2.2096 0.1 0.7 -1.5
H 0.2160 1.8421 3.1324 -0.1 0.0 -0.5
H 0.5672 1.6512 1.4767 0.1 0.6 0.0
H -0.9040 -0.1202 3.2341 0.2 -0.4 -1.0
H -1.6779 0.4976 1.8209 -0.1 0.5 -0.7
H -0.9139 -1.7423 1.1197 1.2 0.7 -0.7
H 0.5572 -1.4576 2.0616 1.1 -0.4 -0.8
H 1.6111 -0.3565 0.2888 -1.5 0.0 -0.2
H 1.4493 -1.1662 -1.6974 -0.9 -0.6 0.5
H -0.1116 -2.0457 -1.1872 0.6 -0.6 0.3
H -0.3241 -0.8317 -3.1451 0.4 0.8 -0.6
H -1.4766 -0.4651 -1.9991 -0.3 0.4 0.6
H -0.0234 1.5397 -1.2684 0.1 -0.6 -0.2
H -0.8369 1.6474 -2.7484 0.0 -0.2 0.5
H 0.7053 1.2179 -2.7832 0.4 0.5 0.5
```
Positions in Å, forces in eV/Å.

These are the Löwdin partial charges, in e, on atoms 1 to 8: atom 1 (N): -0.03, atom 2 (C): -0.25, atom 3 (C): -0.18, atom 4 (N): -0.09, atom 5 (C): -0.19, atom 6 (C): -0.18, atom 7 (N): 0.19, atom 8 (H): 0.08

***

No. 5
C4H14N3O | ωB97M-V/def2-TZVPD

Summary:
* HOMO level: -13.153 eV
* LUMO level: -2.87 eV
* molecular weight: 120.176 g mol⁻¹
* Kohn-Sham gap: 10.284 eV
* net charge: +1
* E: -10887.1389 eV
* energy above the lowest of the compared OMol25 structures with the same formula, charge and spin: 23.6 kcal/mol

Geometry as XYZ:
```
22
Properties=species:S:1:pos:R:3:forces:R:3
C -2.0165 1.8109 0.8460 -0.2 -0.4 -0.2
N -1.9547 2.7892 -0.0452 -0.1 0.3 -0.1
C -0.7219 3.3847 -0.5492 0.0 -0.2 0.3
O -1.0584 1.1384 1.2314 0.3 0.0 0.0
H -3.0273 1.6126 1.2216 0.0 0.0 -0.1
H -2.8340 3.1433 -0.3857 0.0 0.2 0.2
H -0.2246 2.7237 -1.2561 0.0 0.0 -0.1
H -0.0609 3.5773 0.2930 0.1 0.0 0.0
H -0.9583 4.3328 -1.0192 0.0 0.0 -0.1
C 1.8674 -2.7576 -0.2861 0.1 -0.7 -0.3
N 1.8676 -3.4843 -1.5675 -0.3 0.7 0.8
C 0.9636 -1.5561 -0.4336 -0.3 0.3 0.0
N 0.5362 -1.0012 0.8914 0.9 -0.6 0.4
H 2.8754 -2.4751 0.0425 -0.1 0.2 0.1
H 1.4690 -3.4463 0.4678 -0.1 0.1 0.0
H 2.1306 -2.8261 -2.2900 0.3 -0.4 -0.3
H 2.5353 -4.2377 -1.5068 0.1 -0.1 -0.3
H 0.0524 -1.8302 -0.9593 0.0 -0.1 0.0
H 1.4378 -0.7426 -0.9807 0.0 0.0 0.0
H -0.1749 -0.2445 0.8428 -0.2 0.3 0.2
H 0.2123 -1.7669 1.4822 -0.4 0.1 -0.1
H 1.3422 -0.6394 1.4084 -0.1 0.3 -0.2
```
Positions in Å, forces in eV/Å.

These are the Löwdin partial charges, in e, on atoms 1 to 8: atom 1 (C): -0.32, atom 2 (N): 0.00, atom 3 (C): -0.04, atom 4 (O): -0.04, atom 5 (H): 0.15, atom 6 (H): 0.14, atom 7 (H): 0.09, atom 8 (H): 0.09

***

No. 6
C4H14N3O | ωB97M-V/def2-TZVPD

Summary:
* HOMO level: -12.812 eV
* LUMO level: -3.04 eV
* molecular weight: 120.176 g mol⁻¹
* Kohn-Sham gap: 9.768 eV
* net charge: +1
* E: -10886.3193 eV
* energy above the lowest of the compared OMol25 structures with the same formula, charge and spin: 42.5 kcal/mol

Geometry as XYZ:
```
22
Properties=species:S:1:pos:R:3:forces:R:3
C -0.4769 -1.3089 -1.1672 0.0 0.8 -0.2
C -1.0605 -0.7291 0.1265 0.0 -0.2 0.0
C -0.5369 0.6048 0.5399 0.3 0.2 -0.1
C -1.2077 1.7501 0.5559 -0.3 -0.2 0.5
N -0.7283 2.8998 1.2503 0.1 0.5 -0.7
N 0.8266 0.6748 1.1067 0.1 0.3 0.9
N -0.8733 -2.6835 -1.3722 0.1 0.2 0.0
H -0.8588 -0.6992 -1.9909 -0.1 -0.2 0.0
H 0.6068 -1.1042 -1.1954 0.0 -0.3 0.1
H -2.1391 -0.6050 0.0340 0.0 -0.2 -0.1
H -0.8976 -1.4589 0.9305 0.0 0.1 0.1
H -2.2210 1.7465 0.1739 -0.1 0.0 0.0
H -0.3450 3.6032 0.6127 0.0 -0.3 0.1
H -1.5181 3.3772 1.6807 0.2 -0.2 0.1
H 0.8885 0.1490 1.9864 0.1 -0.3 -0.3
H 1.6232 0.4065 0.4937 -0.1 -0.4 -0.1
H 0.9763 1.6450 1.4163 -0.2 0.2 -0.1
H -0.3041 -3.3338 -0.8448 -0.1 0.0 -0.1
H -0.8014 -2.9071 -2.3552 0.0 -0.3 0.0
H 3.3126 -0.1462 -1.1411 0.1 0.2 0.5
H 2.7157 -1.3792 -0.5580 0.1 -0.1 0.4
O 3.0190 -0.5016 -0.2827 -0.2 0.0 -0.9
```
Positions in Å, forces in eV/Å.

These are the Löwdin partial charges, in e, on atoms 1 to 8: atom 1 (C): -0.29, atom 2 (C): -0.14, atom 3 (C): -0.24, atom 4 (C): -0.10, atom 5 (N): 0.03, atom 6 (N): 0.23, atom 7 (N): 0.01, atom 8 (H): 0.13

***

No. 7
C4H14N3O | ωB97M-V/def2-TZVPD

Summary:
* HOMO level (alpha / beta): -19.580 / -19.516 eV
* LUMO level (alpha / beta): -8.01 / -12.30 eV
* molecular weight: 120.176 g mol⁻¹
* Kohn-Sham gap (alpha / beta): 11.565 / 7.217 eV
* net charge: +2
* multiplicity: 2
* E: -10873.3874 eV
* energy above the lowest of the compared OMol25 structures with the same formula, charge and spin: 45.7 kcal/mol

Geometry as XYZ:
```
22
Properties=species:S:1:pos:R:3:forces:R:3
C 1.6669 0.4122 -0.6577 0.1 -2.0 -0.6
C 0.4967 1.2429 -1.0639 -1.8 0.2 0.1
C -0.9808 0.5785 -1.2297 -0.4 0.1 -0.4
N -1.0715 -2.3960 -0.8057 0.2 2.4 -1.5
C -1.2787 -1.4370 0.0997 0.0 -2.6 2.7
N -1.3359 -0.1323 -0.0446 0.6 1.4 -0.7
N 1.6490 -0.0276 0.7807 -0.4 0.7 0.7
H 2.5976 0.9652 -0.7666 -0.1 0.0 -0.4
H 1.6889 -0.5320 -1.2841 0.4 1.1 0.6
H 0.5750 1.5632 -2.1099 0.6 0.5 0.4
H 0.3574 2.0699 -0.3444 0.1 -0.1 -0.7
H -1.1533 0.0356 -2.1600 0.6 -0.3 -0.1
H -1.5822 1.4956 -1.4296 0.0 -0.5 0.9
H -0.4569 -3.2171 -0.8342 -0.7 -0.2 0.9
H -1.2397 -2.0060 -1.7307 0.2 -0.5 -0.5
H -1.3545 -1.7914 1.1646 0.0 0.3 -1.0
H 2.6121 -0.0927 1.1446 -0.5 0.0 -0.1
H 1.2142 -0.9370 0.8955 0.2 -0.2 0.0
H 1.0403 0.6594 1.4673 1.1 -0.5 -0.5
H 0.4484 2.2506 2.8123 0.0 0.0 0.1
H -0.5634 1.5187 1.8554 -0.1 0.2 0.6
O 0.2281 1.4007 2.4061 -0.4 -0.1 -0.5
```
Positions in Å, forces in eV/Å.

These are the Löwdin partial charges, in e, on atoms 1 to 8: atom 1 (C): -0.15, atom 2 (C): -0.10, atom 3 (C): -0.15, atom 4 (N): 0.29, atom 5 (C): -0.16, atom 6 (N): 0.15, atom 7 (N): 0.14, atom 8 (H): 0.15

***

No. 8
C4H14N3P | ωB97M-V/def2-TZVPD

Summary:
* SMILES: CN(C)P(N)N(C)C
* HOMO level: -8.129 eV
* LUMO level: 1.02 eV
* molecular weight: 135.151 g mol⁻¹
* Kohn-Sham gap: 9.147 eV
* net charge: 0
* E: -18132.5231 eV
* energy above the lowest of the compared OMol25 structures with the same formula, charge and spin: 14.9 kcal/mol

Geometry as XYZ:
```
22
Properties=species:S:1:pos:R:3:forces:R:3
C -1.6406 -1.7293 0.7058 -0.5 -1.4 -2.8
N -0.8197 -0.5637 0.5641 -2.8 0.4 0.8
C -1.4921 0.6036 1.2183 3.0 1.9 0.2
P 0.8763 -0.7490 0.6543 0.7 -0.1 -2.3
N 0.9608 -1.9615 -0.5722 -3.5 0.8 -1.3
N 1.2946 0.5155 -0.4365 0.7 1.3 1.5
C 0.4928 0.8972 -1.5450 -0.8 -3.7 -1.2
C 1.9214 1.6761 0.1188 -3.4 0.8 2.2
H -1.3096 -2.5236 -0.0343 0.1 0.5 1.6
H -1.7599 -2.0153 1.7091 0.2 -1.1 1.5
H -2.6703 -1.6263 0.3412 0.0 0.9 0.0
H -0.6719 1.4021 0.9572 -2.0 -0.6 0.8
H -2.4727 0.9306 0.7908 0.9 -0.7 -0.1
H -1.6103 0.6495 2.3777 0.3 -0.7 -1.8
H 0.3717 -1.6965 -1.4746 1.8 -0.8 2.5
H 1.7895 -2.4330 -0.8073 1.2 -0.4 0.0
H -0.3414 0.1524 -1.5698 0.4 0.5 -0.5
H -0.0317 1.8010 -1.5276 -0.3 1.9 0.5
H 1.0664 0.7706 -2.4619 -0.1 0.4 -0.3
H 2.4235 1.4293 1.0221 0.6 -0.3 0.9
H 2.6322 2.0648 -0.5438 0.7 1.3 -1.1
H 0.9909 2.4056 0.5138 2.8 -0.8 -1.3
```
Positions in Å, forces in eV/Å.

These are the Löwdin partial charges, in e, on atoms 1 to 8: atom 1 (C): -0.19, atom 2 (N): -0.46, atom 3 (C): -0.13, atom 4 (P): 0.85, atom 5 (N): -0.20, atom 6 (N): -0.46, atom 7 (C): -0.18, atom 8 (C): -0.19

***

No. 9
C4H14N4 | ωB97M-V/def2-TZVPD

Summary:
* SMILES: [H]/N=C(/C)N(C)C.NN
* HOMO level: -7.259 eV
* LUMO level: 0.81 eV
* molecular weight: 118.184 g mol⁻¹
* Kohn-Sham gap: 8.069 eV
* net charge: 0
* E: -10332.6458 eV
* energy above the lowest of the compared OMol25 structures with the same formula, charge and spin: 72.8 kcal/mol

Geometry as XYZ:
```
22
Properties=species:S:1:pos:R:3:forces:R:3
H 1.8804 -0.8628 -0.5885 0.1 -0.1 0.2
N 1.9471 -0.1167 0.1025 -1.5 0.3 0.2
C 0.7955 0.1735 0.5964 0.9 -1.4 0.4
C 0.7256 1.3661 1.5177 -0.1 0.0 0.3
N -0.4313 -0.6099 0.3689 0.4 -0.3 0.7
C -1.5592 -0.4176 1.2952 0.3 0.4 -0.1
C -0.2180 -2.0488 0.1167 0.2 0.4 -0.1
H 1.7268 1.7130 1.7790 0.0 -0.2 -0.4
H 0.2038 2.1979 1.0397 -0.2 -0.1 0.1
H 0.2456 1.1329 2.4701 -0.2 0.0 -0.2
H -1.2957 -0.7219 2.3112 -0.1 0.0 0.1
H -2.4273 -0.9933 0.9640 0.3 -0.1 -0.1
H -1.8670 0.6292 1.2863 0.1 0.0 0.1
H 0.1450 -2.5389 1.0248 0.2 -0.1 -0.1
H -1.1520 -2.5373 -0.1707 0.0 0.3 0.0
H 0.4739 -2.1889 -0.7157 0.0 -0.1 0.2
N -0.2320 1.1715 -1.6414 -2.0 -1.3 0.4
N 0.3230 0.6160 -2.8514 0.4 -0.2 -0.2
H -0.7168 0.2869 -0.9575 2.6 3.5 -2.2
H 0.4421 1.8495 -1.2618 -0.8 -0.9 0.2
H -0.2512 0.8652 -3.6578 0.1 0.2 0.4
H 1.2419 1.0345 -3.0278 -0.4 -0.3 0.2
```
Positions in Å, forces in eV/Å.

These are the Löwdin partial charges, in e, on atoms 1 to 8: atom 1 (H): 0.03, atom 2 (N): 0.14, atom 3 (C): -0.46, atom 4 (C): -0.04, atom 5 (N): -0.25, atom 6 (C): -0.08, atom 7 (C): -0.07, atom 8 (H): 0.08

***

No. 10
C4H14N4O | ωB97M-V/def2-TZVPD

Summary:
* HOMO level (alpha / beta): -7.184 / -7.183 eV
* LUMO level (alpha / beta): -0.67 / -0.67 eV
* molecular weight: 134.183 g mol⁻¹
* Kohn-Sham gap (alpha / beta): 6.517 / 6.513 eV
* net charge: 0
* E: -12376.8017 eV
* energy above the lowest of the compared OMol25 structures with the same formula, charge and spin: 141.7 kcal/mol

Geometry as XYZ:
```
23
Properties=species:S:1:pos:R:3:forces:R:3
C -2.4063 -0.2126 1.5529 0.0 0.1 0.0
C -0.2680 -1.2390 1.4362 -0.2 -0.2 0.0
N -1.5266 -1.1375 0.8586 0.3 0.4 -0.3
N -1.2946 -0.0950 -0.8714 -0.1 -0.4 0.5
H -0.6785 -0.7373 -1.3635 0.0 0.0 0.0
H -2.2163 -0.1330 -1.2935 0.0 0.0 0.0
H -0.2359 -0.9343 2.4884 -0.1 0.1 -0.1
H -3.2758 0.0229 0.9401 0.1 0.0 0.0
H -2.7615 -0.7276 2.4527 0.1 0.0 -0.1
H -1.9168 0.7175 1.8691 0.0 -0.1 0.0
H 0.5207 -0.4709 0.9694 0.1 0.2 -0.2
H 0.1780 -2.2208 1.2687 0.0 0.0 0.0
C 0.8245 1.9824 -1.4490 0.0 -0.2 0.1
C 1.3904 0.8728 -0.8679 -0.2 0.1 -0.2
N 2.4715 -1.2388 -1.2996 -0.3 0.3 -0.1
O 1.5766 -0.1908 -1.7514 0.3 -0.2 0.2
N 1.6174 0.5869 0.4101 -0.1 -0.2 0.1
H 3.3656 -0.9813 -1.7177 -0.1 0.0 0.0
H 2.5730 -1.0678 -0.2955 0.0 0.0 -0.1
H 1.5020 1.4126 0.9893 0.0 0.0 -0.1
H 0.8657 2.1124 -2.5204 0.0 0.0 0.0
H -0.8636 0.8486 -0.9727 0.1 0.0 0.0
H 0.5585 2.8306 -0.8329 0.0 0.0 0.0
```
Positions in Å, forces in eV/Å.

These are the Löwdin partial charges, in e, on atoms 1 to 8: atom 1 (C): -0.14, atom 2 (C): -0.18, atom 3 (N): -0.08, atom 4 (N): 0.14, atom 5 (H): 0.08, atom 6 (H): 0.09, atom 7 (H): 0.10, atom 8 (H): 0.07

***

What is the formula in the first record? C4H14N3